[1]
The following is a quantum chemistry calculation of C21H12Cl5F6N6O2OsS as an isolated structure, from the OMol25 dataset.

Structure (XYZ):
```
54
Properties=species:S:1:pos:R:3:forces:R:3
Cl 5.221241 -2.998706 -3.043798 0.0 0.0 0.0
H 2.076329 -2.418134 1.128753 0.0 0.0 0.0
S 0.879231 0.651264 2.196851 0.1 0.0 0.2
Cl 0.193032 -3.174040 -5.000660 0.0 0.0 0.0
H -5.377285 -0.091319 3.311404 0.0 0.0 0.0
H -3.656397 1.660209 3.717037 0.0 0.0 0.0
C 1.670498 3.632061 2.792952 0.0 0.1 0.0
F 0.665376 -5.361304 0.781784 0.0 0.0 0.0
C 0.245550 -4.254106 0.171544 0.0 0.0 0.1
H -2.878522 -1.588711 0.174451 0.0 0.0 0.0
N -0.456489 1.701876 -0.586812 0.1 0.2 -0.2
C -4.279210 -0.956854 1.674885 0.0 0.1 0.1
C 3.178541 -1.647934 -1.960829 -0.1 0.0 0.0
C -0.271568 2.827984 -0.886190 -0.1 0.0 0.1
Cl 4.245393 -1.047274 -0.788258 0.0 0.0 0.0
N 0.270652 3.244948 2.643669 0.0 0.1 0.0
C 2.647305 -2.999549 -3.878793 0.0 0.1 0.0
N -1.499386 2.053498 2.297135 -0.2 -0.1 0.1
F -1.249780 -2.336267 2.985591 0.0 0.0 0.0
O -0.467728 -2.046960 0.381613 -0.1 0.2 0.0
F -0.680879 -4.426809 3.001999 0.0 0.0 0.0
C 0.858608 -1.738435 -2.846066 0.0 0.1 0.0
F 1.195981 -3.898394 -0.724646 0.0 0.0 0.0
C 1.282669 -2.592842 -3.824802 0.1 -0.1 -0.1
C -4.491605 -0.040422 2.692716 0.0 -0.1 -0.1
H 2.219283 3.374428 1.889913 0.0 0.0 0.0
Os -0.363058 -0.143771 0.109183 -0.1 -0.3 -0.1
C -1.919425 3.375011 2.487260 0.1 0.0 0.0
H -4.987623 -1.741972 1.455681 0.0 0.0 0.0
N -0.140626 4.012363 -1.273488 0.1 0.1 0.2
H 1.197317 -2.008380 2.613146 0.0 0.0 0.0
Cl 3.145795 -4.064592 -5.082782 0.0 0.0 0.0
N -2.187649 0.083538 1.157399 0.1 -0.2 -0.1
C -3.113869 -0.868569 0.944381 0.0 0.0 0.0
H 1.740132 -3.669961 2.340314 0.0 0.0 0.0
C 0.034849 -3.081280 1.157411 0.1 0.0 0.0
H -0.694721 5.165293 2.842736 0.0 0.0 0.0
H 1.707170 4.706251 2.944347 0.0 0.0 0.0
C -0.814785 4.106855 2.698618 0.1 -0.1 0.0
N 0.594148 5.807922 0.284641 0.0 0.0 0.1
O 1.471321 -0.520883 -0.878354 -0.1 0.2 0.0
C -1.043463 -3.418609 2.210705 0.1 0.0 0.0
Cl -0.755662 -1.177792 -2.825063 0.1 0.0 0.1
C -3.542416 0.941315 2.918922 0.0 0.0 0.0
F -2.220754 -3.727370 1.653191 0.0 0.0 0.0
C 1.783364 -1.251885 -1.844779 0.0 -0.1 0.0
C 1.350967 -2.775062 1.858050 0.0 0.0 0.0
C -2.414471 0.982032 2.122705 0.2 0.2 0.0
C -0.139828 1.993801 2.395740 -0.1 0.0 0.0
C 3.591730 -2.507298 -2.944209 -0.1 0.0 -0.1
F -0.852853 -4.546916 -0.523039 0.0 0.0 0.0
C 0.258075 4.963634 -0.426838 -0.1 -0.2 -0.2
H 2.106763 3.115111 3.644323 0.0 0.0 0.0
H -2.949403 3.668062 2.402681 0.0 0.0 0.0
```
Forces are in eV/Å.

Output
Orbital gap (alpha / beta)   7.155 / 5.117 eV
Total charge   +1
<S²>   6.048
E_HOMO (alpha / beta)   -10.34 / -11.29 eV
Spin multiplicity   5
DFT total energy   -4675.26950 Ha

[2]
The following is a quantum chemistry calculation of one molecule with the formula C21H12FNO5 in a non-equilibrium geometry, from the OMol25 dataset.

Structure (XYZ):
```
40
Properties=species:S:1:pos:R:3:forces:R:3
C 1.264979 0.047527 -4.521430 0.4 -1.2 0.8
H 0.562752 2.832616 2.850891 -0.4 0.3 -0.3
C -1.511322 -1.303779 -2.478278 -0.5 0.4 1.4
H -2.975697 -2.895758 -2.798502 0.4 0.4 -0.1
C -1.889405 -0.943097 -1.087558 0.3 0.4 -0.6
C -0.548653 -1.895015 -5.007706 0.4 -0.1 -0.1
O -2.989933 -1.562968 -0.573312 0.5 0.0 -0.8
C 1.479949 0.739751 -3.134518 -0.3 0.1 -0.2
H 2.157409 -0.529449 -4.803762 -0.2 0.2 0.0
C -0.025567 0.666916 -1.016717 1.5 0.4 0.0
C -2.143533 -2.316096 -3.214125 0.3 -0.3 -0.4
H 3.206658 0.285844 6.196285 0.0 -0.1 0.0
H 1.877133 -0.959027 4.506954 0.1 1.1 -0.2
C 1.120554 0.846928 3.539433 -0.6 1.6 0.0
O -0.671195 0.905968 1.876229 0.4 -0.1 0.5
C -0.416900 -0.609642 -3.027121 -0.9 -0.9 0.8
H -0.185778 -2.177796 -6.001262 -0.1 0.2 0.3
C 2.529752 2.205448 5.583454 -0.5 -0.5 -1.4
C -1.502665 0.207334 1.035003 -1.2 -1.0 -0.2
O 0.666897 1.455014 -0.385790 -0.1 -0.1 -0.6
C -1.632746 -2.627442 -4.468586 0.4 0.9 0.3
C 0.257773 0.154259 2.541373 1.3 -3.3 0.4
C 1.073822 2.253725 3.583211 1.6 -0.8 2.3
O 0.398395 -1.066219 2.402847 -0.9 2.4 -0.4
C 1.888550 0.155304 4.499488 -0.4 -0.6 -0.1
C 1.765415 2.889374 4.651126 -0.2 1.5 -0.9
C -3.451668 -1.205139 0.655818 -0.5 0.8 2.0
C 0.089722 -0.895489 -4.276338 -0.4 -0.1 -0.6
N 0.297937 0.338360 -2.347140 -0.9 -0.1 1.0
H -2.050767 -3.422785 -5.049527 -0.2 -0.3 -0.2
H 2.393283 0.417229 -2.640445 0.0 -0.1 0.1
F 3.264271 2.829866 6.502139 -0.2 0.3 0.1
O -4.477808 -1.612056 1.125725 -0.6 -1.0 -1.2
C -1.166928 -0.010959 -0.375901 -0.1 -0.6 -0.5
H -2.977106 -0.268048 2.510552 -0.2 0.2 0.7
H 1.080881 0.756760 -5.298592 -0.3 0.5 -0.5
H 1.774842 3.994298 4.698503 -0.1 -0.7 0.0
H 1.526145 1.817983 -3.243636 -0.1 0.1 0.1
C -2.663086 -0.335766 1.502423 2.5 0.7 -1.6
C 2.603637 0.836027 5.488794 -0.2 -0.9 -0.2
```
Forces are in eV/Å.

Output
Orbital gap   8.140 eV
Total charge   0
Structure (SMILES)   O=C(Oc1cc(=O)oc2c1c(=O)n1c3c(cccc23)CC1)c1ccc(F)cc1
E_HOMO   -8.59 eV
DFT total energy   -1338.31174 Ha

[3]
The following is a quantum chemistry calculation of C21H12N3O7Pt as an isolated structure, from the OMol25 dataset.

Structure (XYZ):
```
44
Properties=species:S:1:pos:R:3:forces:R:3
C 1.636944 0.518629 -3.976369 0.0 0.0 0.0
C 0.769140 1.450843 -4.597818 0.0 0.0 0.0
C -2.397794 1.969520 2.638766 0.0 0.1 0.1
C 2.948366 4.772919 -4.859308 0.0 0.0 0.0
C 3.346862 -1.181825 -3.926711 0.0 0.0 0.0
H -0.968887 2.666418 -4.361261 0.0 0.0 0.0
N 3.265750 0.215463 -5.869616 0.1 0.0 -0.1
C 3.410299 4.688582 -3.547810 0.0 0.0 0.0
H 4.660377 5.522076 -1.264235 0.0 0.0 0.0
O -2.801380 3.110022 2.527231 0.0 0.0 0.0
C 3.594218 5.710611 -1.416345 0.0 0.0 0.0
C 1.329023 0.157640 -2.657602 -0.2 -0.3 0.1
C 3.026784 3.673280 -5.689027 0.0 0.0 0.0
C -1.542685 1.197667 1.754057 0.4 -0.1 0.1
C -0.287016 1.965382 -3.900955 0.0 0.0 0.0
C 3.980574 3.503064 -3.093567 0.0 0.0 0.0
C 2.000272 -0.894407 -1.941079 0.1 0.3 0.2
H 3.333273 6.669220 -0.976934 0.0 0.0 0.0
N 0.299407 0.735860 -1.967676 0.4 0.3 -0.1
O 1.651123 -1.132047 -0.711407 -0.4 -0.5 -0.5
C 4.034456 2.396276 -3.928581 0.0 0.0 0.0
H 4.369969 3.420409 -2.089459 0.0 0.0 0.0
H 0.929824 1.727324 -5.630800 0.0 0.0 0.0
N 3.572317 1.382837 -6.165310 0.0 -0.1 0.0
O -0.970412 1.586105 0.646653 -0.7 -0.1 -0.4
C -1.283685 -0.079576 2.246901 -0.4 0.0 -0.2
C -0.494163 1.599649 -2.559142 0.1 0.1 0.0
H 4.458315 1.474732 -3.553453 0.0 0.0 0.0
O -3.398032 1.258693 4.747653 0.0 0.0 0.0
C 3.525104 2.461534 -5.218113 0.0 0.1 0.0
C 3.005472 -1.567743 -2.626840 0.0 0.0 0.0
H 3.012015 4.921271 -0.935131 0.0 0.0 0.0
C -1.967812 -0.294780 3.524294 0.0 -0.1 0.0
Pt 0.091334 0.046731 -0.123295 -0.2 0.0 0.4
H 3.516662 -2.387593 -2.141421 0.0 0.0 0.0
H 4.143375 -1.704001 -4.444243 0.0 0.0 0.0
O -0.580828 -0.920352 1.557570 0.7 0.2 0.3
O -1.983852 -1.275060 4.235859 0.0 0.0 0.0
H -1.288756 2.015784 -1.954269 0.0 0.0 0.0
H 2.680814 3.729703 -6.713791 0.0 0.0 0.0
H 2.532194 5.710181 -5.203908 0.0 0.0 0.0
O 3.280101 5.812058 -2.793950 0.0 0.0 0.0
C -2.701260 1.020191 3.795869 0.0 0.0 0.0
C 2.746099 -0.128524 -4.581628 0.0 0.0 0.0
```
Forces are in eV/Å.

Output
Orbital gap   6.383 eV
Total charge   -1
E_HOMO   -4.67 eV
DFT total energy   -1617.75985 Ha

[4]
The following is a quantum chemistry calculation of C21H13BeI2N4OS2 as an isolated structure, from the OMol25 dataset.

Structure (XYZ):
```
44
Properties=species:S:1:pos:R:3:forces:R:3
C 1.013322 2.612273 -0.493844 0.2 0.0 0.0
N 0.006615 0.099538 1.840159 -0.2 -0.1 0.0
N -6.653763 -3.882272 -2.217984 0.1 0.1 0.0
C -4.014048 -1.819954 -1.220750 0.0 0.1 0.1
H 3.331487 -0.026816 1.990023 0.0 0.0 0.0
H -1.028998 -4.202208 -1.648836 0.0 0.0 0.0
H -2.011228 -0.099177 2.131949 0.0 0.0 0.0
C -3.341721 -5.348682 -2.257293 0.0 0.2 0.1
C 2.945707 4.653560 -0.688688 0.0 0.1 0.0
C -1.870729 -3.531684 -1.528932 0.1 0.1 0.0
Be -0.401105 0.298967 -0.063345 0.1 -0.4 0.3
N 2.249607 0.017470 0.145543 0.1 0.1 0.1
S -0.014847 -1.683153 -0.740213 -0.1 0.1 -0.1
C -2.734430 -1.356061 -0.904100 -0.1 0.0 0.0
C -4.239058 -3.113747 -1.668257 -0.1 -0.2 -0.1
C -5.578990 -3.545077 -1.979455 0.1 0.0 0.1
H 1.343388 6.022059 -0.243727 0.0 0.0 0.0
H -4.853580 -1.146031 -1.110990 0.0 0.0 0.0
C 2.376243 2.308712 -0.746839 0.0 0.0 0.1
O 0.091688 1.710838 -0.447639 -0.1 0.3 -0.2
C 2.823791 0.869830 -0.882597 -0.1 0.1 0.1
N -3.489518 -6.439814 -2.593682 0.0 0.1 0.0
C -0.933006 -0.541949 3.948144 0.0 0.0 0.0
C 0.698528 3.976030 -0.285738 -0.1 0.0 0.0
H 2.519922 1.475436 1.579809 0.0 0.0 0.0
H 2.495754 0.464932 -1.843512 0.0 0.0 0.0
H 0.470289 -0.974712 5.519845 0.0 0.0 0.0
C 1.232930 0.008076 2.371982 0.0 0.0 0.0
C 1.634004 4.991123 -0.392236 0.0 -0.2 0.0
S -2.508839 0.276859 -0.340018 0.0 0.0 0.0
H 3.922998 0.861668 -0.880874 0.1 0.0 0.0
H -1.821646 -0.745337 4.529767 0.0 0.0 0.0
H 4.348859 3.072374 -1.039176 0.0 0.0 0.0
C 2.427783 0.386899 1.524619 -0.1 0.0 -0.2
I -1.282962 4.433322 0.193919 0.1 0.0 0.0
C -3.149572 -3.988713 -1.819676 -0.1 -0.1 0.0
C -1.635238 -2.228612 -1.084500 0.1 -0.1 0.0
I 4.389649 6.165215 -0.865546 -0.1 -0.1 0.0
C 0.332638 -0.663195 4.491570 0.0 0.0 0.0
H 2.405943 -0.963727 -0.030406 0.0 0.0 0.0
H 2.434867 -0.483014 4.069903 0.0 0.0 0.0
C -1.045835 -0.170741 2.620367 0.0 0.0 0.0
C 3.313439 3.326689 -0.845302 0.0 0.0 0.0
C 1.425458 -0.387688 3.688992 0.0 0.0 0.0
```
Forces are in eV/Å.

Output
Orbital gap   6.664 eV
Total charge   -1
E_HOMO   -4.66 eV
DFT total energy   -2509.08818 Ha